No. 1
ORCA calculation (ωB97M-V/def2-TZVPD) on a structure of composition C31H52CrN3O2SSi3.

As for the total charge: -2. The expectation value of S² is 3.874. The calculation puts the LUMO energy (spin up / spin down) at 0.153 / 0.153 hartree. Its HOMO energy (spin up / spin down) is -0.96 / -1.07 eV. As for the spin multiplicity: 4. The value obtained for the orbital gap (spin up / spin down) is 5.1 / 5.2 eV.

Positions of all 93 atoms, in Å:
C (0.333, -1.803, -0.565)
H (-2.355, 4.219, -1.616)
H (-2.377, -3.813, 2.343)
H (-4.089, -2.513, 0.573)
C (2.000, 1.466, 0.189)
O (-0.547, 1.326, 2.814)
C (5.055, 3.393, -1.486)
H (2.167, 4.769, -0.974)
H (5.821, 2.615, -1.395)
C (0.257, -4.203, 0.995)
C (2.842, 4.946, -0.135)
H (-3.993, 3.921, -1.028)
C (-5.547, -0.933, 0.487)
H (6.094, 3.379, 1.503)
H (-0.163, 4.461, 0.086)
H (-1.289, 1.325, 2.174)
C (-2.166, -3.949, -0.568)
H (2.516, -1.101, -2.082)
H (1.098, -3.774, 1.570)
Si (-1.044, -2.771, 0.458)
H (-1.525, -2.556, -2.606)
H (1.831, -1.340, -3.706)
C (2.356, -3.820, -1.771)
H (-2.761, -4.563, 0.121)
O (-1.888, 1.450, -2.679)
C (3.942, 1.129, 1.536)
H (-2.862, -3.437, -1.242)
C (1.589, -1.087, -2.665)
H (4.731, 4.039, 2.419)
H (2.601, -7.074, -2.713)
C (-0.599, 4.076, 1.014)
Cr (-0.417, 0.147, -0.013)
N (-1.833, -1.053, 0.270)
H (-0.539, -4.257, -3.436)
H (-3.089, 5.336, -0.445)
H (0.384, -6.510, -3.680)
H (0.208, 0.174, 4.308)
C (-4.645, 1.287, 0.311)
C (-3.001, 4.281, -0.733)
C (2.193, -6.075, -2.609)
C (2.894, -5.088, -1.921)
H (-0.208, -4.971, 1.637)
H (0.697, -4.713, 0.126)
H (-1.025, 1.854, -2.525)
H (-4.814, 2.354, 0.217)
C (2.062, -0.309, 1.690)
H (-0.735, 4.913, 1.711)
H (1.201, -0.070, -2.634)
H (-2.305, 1.515, -1.803)
H (-1.136, -0.848, -2.696)
H (-6.393, -1.609, 0.552)
C (0.955, -5.756, -3.147)
H (3.409, 5.867, -0.313)
H (3.851, -0.617, 2.818)
C (-5.751, 0.434, 0.372)
H (-1.538, 0.450, 4.431)
H (-6.754, 0.843, 0.325)
C (-3.285, 3.665, 2.229)
C (-4.249, -1.443, 0.499)
H (5.592, 5.055, 1.246)
H (3.862, -5.314, -1.486)
Si (-2.262, 3.268, 0.682)
N (-2.166, 1.585, 0.364)
H (0.118, 3.378, 1.455)
H (1.518, -1.148, 2.111)
H (-3.703, 4.677, 2.166)
H (-0.908, -0.688, 3.226)
C (-3.131, -0.607, 0.392)
C (-0.717, 0.260, 3.732)
H (-4.109, 2.961, 2.371)
C (0.543, -2.062, -2.090)
H (-0.992, -2.986, 3.043)
S (1.041, 2.161, -1.070)
C (-1.785, -2.889, 2.287)
H (5.555, 4.347, -1.686)
H (2.908, -3.081, -1.201)
H (2.221, 5.082, 0.757)
N (1.422, 0.392, 0.762)
H (4.424, 3.146, -2.346)
H (-1.544, -4.631, -1.160)
C (3.344, -0.002, 2.088)
H (-0.560, -1.937, -3.967)
H (4.943, 1.405, 1.852)
H (1.316, -1.986, -0.108)
C (3.282, 1.907, 0.600)
H (-2.647, 3.616, 3.119)
C (-3.334, 0.801, 0.368)
H (-2.438, -2.059, 2.577)
C (-0.746, -1.848, -2.888)
C (1.105, -3.479, -2.298)
C (0.428, -4.474, -3.001)
C (5.224, 4.042, 1.441)
Si (4.031, 3.530, 0.075)

---

No. 2
ORCA calculation (ωB97M-V/def2-TZVPD) on a cluster of 3 separate species, C31H52FNO6 in total.

The calculation puts the LUMO energy at -0.023 hartree. Its HOMO energy is -9.44 eV. As for the spin multiplicity: 1. Its structure (SMILES) is CC(=O)OCCCCCCN1C(=O)c2cc(CCF)cc(COO)c2C1=O.CCCCCC.CCCCCC. The value obtained for the orbital gap is 8.8 eV.

Positions of all 91 atoms, in Å:
H (-3.885, -4.557, -2.310)
H (-5.581, -4.288, 1.136)
H (-8.342, -2.455, -0.657)
H (2.656, -3.073, 1.188)
O (4.893, 0.556, -4.232)
H (0.841, 2.096, -5.557)
C (1.994, -3.894, -0.819)
H (-0.978, 0.456, -4.733)
F (0.998, -4.499, -0.001)
C (4.267, 2.458, -1.410)
H (-1.352, 2.253, -0.164)
C (4.081, 0.925, -1.238)
H (-0.752, 2.897, -5.293)
C (-4.306, -2.977, 0.013)
H (-2.319, -4.055, -1.648)
C (-5.351, -4.094, 0.082)
H (-0.721, 1.119, 1.059)
H (3.963, -3.692, 0.128)
C (-6.654, -3.806, -0.664)
H (-6.826, -1.685, -0.195)
H (0.525, 0.524, -3.768)
N (3.162, 3.061, -0.711)
C (-1.558, 1.258, 0.322)
H (1.085, -1.013, 3.466)
H (1.549, -3.219, -1.594)
C (1.914, 2.878, -2.941)
C (3.356, -1.681, -0.377)
H (-4.921, -5.022, -0.305)
H (2.137, 2.482, 4.401)
H (-3.420, -3.296, 0.571)
O (3.654, -0.066, -4.187)
H (-2.026, 2.352, 7.415)
H (2.792, 2.844, -3.649)
H (1.697, 1.831, -2.606)
C (-0.399, 1.120, -4.038)
H (-0.406, 0.774, 4.315)
H (1.591, -0.568, 5.095)
H (-3.175, -1.754, -1.324)
H (-2.911, -3.361, -3.163)
H (-1.403, 2.871, 5.851)
C (2.723, -0.530, 0.277)
C (1.146, 2.217, 4.784)
C (-0.050, 1.592, 6.984)
H (2.542, -4.750, -1.303)
C (4.693, -0.197, -1.925)
H (-7.658, -2.755, 0.945)
C (0.606, 1.030, 3.987)
H (6.231, 1.075, -2.762)
H (0.525, 1.327, 2.938)
O (5.089, 3.113, -1.988)
H (0.510, 3.087, 4.594)
O (1.973, 2.488, 1.275)
C (2.214, 3.721, -1.639)
C (1.501, -0.202, 4.070)
H (-0.406, 1.909, -2.008)
H (0.159, 1.401, 8.041)
H (2.503, 0.021, 3.694)
H (4.790, -2.412, -1.988)
H (-0.024, 4.039, -3.162)
C (2.994, -3.117, 0.118)
H (-0.779, 3.602, 7.339)
H (3.020, 0.497, -4.672)
C (3.088, 0.805, -0.158)
C (0.726, 3.502, -3.796)
C (1.257, 1.984, 6.294)
C (2.619, 2.216, 0.304)
H (1.200, 4.285, -4.454)
H (2.005, 1.210, 6.491)
C (-3.884, -2.576, -1.401)
C (-7.409, -2.604, -0.108)
C (0.114, 2.423, -4.762)
H (1.643, 2.899, 6.757)
H (-2.560, 1.326, 0.805)
H (-1.993, 2.091, -2.904)
H (1.236, 3.937, -1.138)
O (-1.083, -0.991, -0.286)
C (5.692, 0.144, -3.080)
C (-1.136, 1.396, -2.679)
H (-7.299, -4.687, -0.590)
C (-1.124, 2.669, 6.887)
H (-0.433, 0.653, 6.574)
O (-1.682, 0.203, -2.082)
H (-6.461, -3.658, -1.730)
H (1.994, -0.665, 1.113)
C (4.322, -1.534, -1.485)
H (6.372, -0.699, -3.355)
H (2.680, 4.701, -1.941)
H (-4.683, -2.090, 0.532)
C (-1.421, 0.110, -0.726)
H (-4.743, -2.203, -1.967)
C (-3.213, -3.707, -2.171)

---

No. 3
ORCA calculation (ωB97M-V/def2-TZVPD) on a structure of composition C31H53As2CrN5O10P2.

As for the total charge: +2. The expectation value of S² is 6.017. The calculation puts the LUMO energy (spin up / spin down) at -0.184 / -0.185 hartree. Its HOMO energy (spin up / spin down) is -12.44 / -12.96 eV. As for the spin multiplicity: 5. As for the energy above the lowest of the compared OMol25 structures with the same formula, charge and spin: 8.8 kcal/mol. The value obtained for the orbital gap (spin up / spin down) is 7.4 / 7.9 eV.

Positions of all 104 atoms, in Å:
H (-0.977, -4.313, -1.433)
H (3.453, -3.750, 0.964)
C (-2.128, -1.765, 4.392)
C (3.517, 0.968, -2.065)
C (-0.107, 0.520, -3.250)
H (0.958, 0.688, 3.480)
C (-1.747, -3.027, -0.095)
C (-1.716, 2.850, -0.576)
O (2.398, -0.412, -5.403)
C (1.731, -0.372, -6.682)
H (0.359, -2.981, 7.112)
P (-0.033, -1.313, 2.522)
O (1.497, 2.340, 0.228)
H (-2.730, 4.648, 1.363)
H (-2.315, 0.199, -1.357)
C (4.475, 2.091, -1.788)
N (-1.197, -2.480, -2.400)
C (1.990, -1.530, -2.089)
H (-4.580, -3.242, 3.466)
O (3.286, -3.150, -1.025)
P (-3.348, -1.180, 3.156)
O (4.154, 3.177, -1.372)
H (-3.662, 0.994, 1.993)
N (-0.987, 1.727, 1.523)
H (2.023, 2.752, -3.534)
H (6.144, 0.316, -4.307)
H (-3.758, 0.179, -0.687)
H (0.989, -2.905, 1.005)
C (-4.647, -0.424, 4.228)
H (-5.255, 1.375, 1.782)
C (-2.686, 3.590, 1.630)
C (-4.201, 2.732, -0.243)
H (-4.820, 3.711, 1.553)
H (-5.503, -0.146, 3.608)
N (-1.095, -3.322, -1.277)
C (1.336, -0.178, 2.932)
C (1.772, 3.672, -3.008)
H (1.694, -2.994, 2.636)
H (-4.267, 0.452, 4.760)
H (1.196, -2.173, 4.959)
H (-3.165, 2.216, -2.011)
H (-1.985, -2.763, -2.977)
H (6.700, 3.005, -0.712)
C (-0.338, -2.647, 6.356)
H (5.108, -0.805, -5.210)
H (-5.011, -2.437, 1.936)
C (-4.190, -2.694, 2.607)
H (0.083, -3.696, 2.290)
H (0.952, 4.177, -3.512)
C (-1.465, 3.007, 0.920)
H (-0.933, 1.849, 2.533)
H (4.877, -2.922, 0.290)
N (-4.355, 1.771, 2.061)
C (6.740, 2.724, -1.761)
H (2.641, 4.322, -2.956)
H (1.816, 0.151, 2.012)
O (0.858, -1.881, -4.700)
O (1.315, 3.409, -1.671)
C (2.720, -1.964, -0.856)
H (2.323, 0.295, -7.299)
Cr (-1.658, -0.251, 0.942)
H (-5.110, 2.150, -0.431)
H (-1.761, 3.847, -1.019)
H (0.615, 0.743, -4.030)
C (5.118, 0.010, -4.489)
O (5.730, 1.730, -2.040)
O (-1.825, -3.885, 0.773)
H (-0.357, -2.589, -2.964)
H (0.716, 0.005, -6.565)
H (-4.376, 3.700, -0.715)
H (-4.431, 1.996, 3.055)
C (0.770, -2.883, 2.069)
O (2.684, -1.360, 0.194)
C (-1.705, -2.700, 6.588)
C (-4.044, 3.008, 1.249)
H (-2.085, -3.083, 7.525)
C (2.262, 1.147, -1.650)
C (2.648, -1.374, -3.252)
H (4.534, 0.840, -4.874)
H (-5.031, -1.115, 4.976)
H (4.475, -4.582, -0.241)
O (-2.253, -1.825, -0.004)
C (1.855, -1.226, -4.503)
H (6.576, 3.601, -2.382)
C (-0.749, -1.742, 4.147)
N (-2.862, 0.660, -0.626)
H (1.695, -1.370, -7.113)
H (-2.553, 3.575, 2.716)
C (-2.585, -2.264, 5.614)
C (1.764, 2.380, -0.956)
As (4.425, -0.682, -2.797)
As (0.707, -0.147, -1.589)
H (-0.002, 1.663, 1.232)
C (-2.996, 2.102, -0.937)
H (-3.472, -3.309, 2.062)
H (-3.644, -2.329, 5.819)
C (4.075, -3.628, 0.081)
H (-0.836, -0.202, -3.609)
H (7.686, 2.251, -2.000)
H (-0.855, 2.362, -1.029)
H (-0.611, 1.454, -2.991)
H (-0.655, 3.729, 1.033)
C (0.128, -2.181, 5.140)
H (2.086, -0.668, 3.552)